11
Properties=species:S:1:pos:R:3:forces:R:3:lowdin_charge:R:1 method="wB97M-V/def2-TZVPD" total_charge=0 e_homo_ev=-9.27 e_lumo_ev=-1.972 de_lowest_kcal_mol=127.8
C 1.44699 -1.23715 0.05153 -0.56 0.14 -0.04 0.090
C 0.10422 -1.30782 -0.05497 0.92 -0.84 -0.02 -0.235
C -0.69674 -0.17135 -0.04802 -8.58 -1.85 0.65 -0.245
O -2.44556 -0.67649 0.06489 8.01 2.52 -0.57 -0.302
Si -0.57138 1.69028 -0.03034 0.21 -0.28 -0.05 0.657
H 2.05725 -2.12382 0.08099 0.09 -0.14 0.00 0.069
H 1.94621 -0.28431 0.13232 0.11 0.14 -0.01 0.066
H -0.40817 -2.26036 -0.11613 -0.02 0.02 0.02 0.110
H -1.88246 2.31051 -0.03011 -0.24 0.07 0.00 -0.068
H 0.21971 2.02012 1.16450 0.03 0.10 0.15 -0.070
H 0.22992 2.04041 -1.21465 0.02 0.11 -0.11 -0.071

85
Properties=species:S:1:pos:R:3:forces:R:3:lowdin_charge:R:1 method="wB97M-V/def2-TZVPD" total_charge=+1 e_homo_ev="-9.86 / -9.73" multiplicity=2 e_lumo_ev="-3.124 / -4.969" de_lowest_kcal_mol=0.0
Fe 0.63170 0.44300 -0.04129 -0.43 -0.30 0.68 0.192
N -2.60793 2.34440 -2.13492 -0.16 -0.38 -0.40 0.151
C -1.42093 1.82159 -1.83996 -0.02 0.18 -0.21 -0.150
N -0.99562 1.58510 -0.63272 -0.09 0.10 0.20 0.059
C -1.87850 1.79683 0.43930 -0.15 0.12 0.02 -0.292
N -1.46901 1.63369 1.65576 0.31 -0.17 -0.19 0.112
N -0.11926 1.30881 1.58483 0.26 -0.02 0.72 -0.080
C 0.66946 1.84660 2.43529 -0.12 0.07 -0.34 -0.033
C 2.06020 1.92438 1.98148 0.02 -0.01 -0.02 -0.246
C 3.07972 2.46532 2.74947 -0.08 -0.05 -0.02 -0.002
C 4.31629 2.67180 2.16572 0.03 0.01 0.00 -0.034
C 4.48424 2.35412 0.82789 0.00 -0.06 -0.02 -0.021
C 3.42023 1.80981 0.12662 0.01 0.00 0.07 -0.111
N 2.23018 1.58218 0.68206 -0.18 0.16 -0.23 0.043
C -3.25197 2.21268 0.15907 0.14 -0.05 0.07 -0.083
C -4.22374 2.33711 1.15990 0.11 -0.01 -0.06 -0.004
C -5.49911 2.72820 0.82818 -0.08 0.04 -0.09 -0.055
C -5.82926 3.00531 -0.50510 -0.02 -0.02 0.14 -0.050
C -4.88677 2.89474 -1.50096 0.18 -0.08 0.00 0.003
C -3.59404 2.49384 -1.15824 -0.09 0.07 -0.12 -0.162
H -2.87226 2.32710 -3.12179 0.09 0.15 0.28 0.132
H -0.76706 1.59972 -2.67596 -0.05 0.06 0.06 0.119
H 0.30161 2.40028 3.29396 0.03 0.05 -0.02 0.142
H 2.88897 2.72144 3.78249 0.02 0.00 0.01 0.127
H 5.13173 3.08840 2.74136 0.00 0.01 0.00 0.121
H 5.42313 2.52750 0.32148 0.00 0.00 0.00 0.118
H 3.50241 1.56978 -0.92417 0.02 -0.01 -0.01 0.103
H -3.94878 2.12102 2.18243 0.01 0.00 0.01 0.117
H -6.25237 2.82331 1.59764 -0.01 0.00 0.00 0.112
H -6.83699 3.30619 -0.75674 -0.01 0.01 0.00 0.115
H -5.13319 3.09503 -2.53579 -0.01 0.03 0.00 0.124
Cl -1.25032 -1.24996 0.17472 -0.13 -0.04 -0.09 0.832
C -0.61271 -2.64212 1.01301 -0.02 -0.06 0.07 -0.563
C -1.50220 -3.64435 1.37034 0.04 0.05 0.02 -0.081
C -1.01933 -4.73064 2.07852 -0.03 -0.02 0.00 -0.052
C 0.32502 -4.80496 2.42632 0.04 0.01 0.00 -0.052
C 1.19449 -3.79956 2.04425 -0.09 -0.01 0.02 -0.081
C 0.73654 -2.70014 1.31296 0.03 -0.03 -0.01 -0.369
P 1.85845 -1.38755 0.74782 -0.11 0.48 0.06 1.104
C 2.80071 -1.07507 2.28078 0.05 -0.24 0.00 -0.340
C 2.06699 -0.87328 3.45374 0.03 0.00 -0.02 -0.109
C 2.71323 -0.58888 4.64457 -0.02 0.01 0.00 -0.070
C 4.09920 -0.49762 4.67752 0.03 0.00 0.02 -0.074
C 4.83284 -0.70331 3.52017 0.00 0.01 -0.03 -0.069
C 4.18823 -0.99564 2.32341 -0.03 0.04 0.02 -0.072
C 2.98274 -2.24616 -0.40008 0.05 -0.08 0.07 -0.332
C 3.97381 -1.50810 -1.04892 -0.03 -0.03 0.00 -0.100
C 4.79967 -2.09939 -1.98857 -0.01 -0.03 -0.01 -0.057
C 4.64132 -3.44268 -2.30380 0.03 0.03 -0.01 -0.065
C 3.65557 -4.18239 -1.67394 -0.04 -0.01 0.01 -0.061
C 2.82788 -3.58974 -0.72876 0.02 -0.01 -0.05 -0.075
H -2.54748 -3.56321 1.10705 -0.01 0.00 0.01 0.113
H -1.70002 -5.51951 2.36861 0.00 0.00 0.01 0.116
H 0.69358 -5.64957 2.99195 -0.01 -0.01 0.00 0.115
H 2.24262 -3.85913 2.31104 0.01 0.01 -0.01 0.125
H 0.98560 -0.95368 3.43698 0.00 -0.01 0.00 0.112
H 2.13740 -0.44722 5.55013 0.00 0.00 0.00 0.111
H 4.60582 -0.28453 5.60969 0.00 0.00 0.00 0.109
H 5.91378 -0.65356 3.54715 0.00 0.00 0.00 0.111
H 4.77421 -1.17725 1.43186 0.00 -0.01 -0.01 0.100
H 4.09618 -0.45799 -0.83306 -0.01 0.08 0.03 0.082
H 5.55798 -1.50879 -2.48529 0.01 0.00 0.00 0.112
H 5.27913 -3.90573 -3.04467 0.01 0.00 0.00 0.110
H 3.51679 -5.22633 -1.92195 0.00 -0.01 0.00 0.110
H 2.04576 -4.18388 -0.27732 0.02 0.00 0.01 0.099
Se -2.22662 -1.32425 -3.11977 0.10 -0.03 0.03 0.815
C -2.41700 0.00391 -4.33441 0.22 0.11 -0.04 -0.800
N -2.48245 0.92300 -5.03824 -0.08 0.00 0.12 0.073
C 2.58591 2.75945 -4.72100 0.02 -0.21 -0.10 -0.066
C 2.18260 3.18977 -3.44435 -0.11 -0.06 0.20 -0.069
C 1.70048 2.28567 -2.53162 0.15 0.36 -0.03 -0.094
C 1.58337 0.90798 -2.83722 -0.15 -0.51 0.05 -0.204
C 1.06413 -0.03866 -1.87818 -0.08 -0.81 -0.84 -0.189
C 0.78755 -1.33632 -2.39519 0.05 1.15 0.25 -0.221
C 1.11313 -1.72763 -3.71133 0.18 0.02 -0.27 -0.120
C 1.70816 -0.84510 -4.56015 -0.02 -0.04 0.05 -0.032
C 1.93532 0.49833 -4.15186 -0.07 -0.20 -0.06 -0.162
C 2.45801 1.43855 -5.06432 0.07 0.27 -0.02 -0.025
H 2.97536 3.47345 -5.43443 0.00 0.00 -0.01 0.107
H 2.24170 4.23910 -3.18500 0.02 0.00 0.00 0.106
H 1.37459 2.63613 -1.55832 0.04 -0.04 -0.01 0.093
H 0.36827 -2.09344 -1.74314 0.10 -0.05 0.05 0.045
H 0.89012 -2.73564 -4.03892 0.02 -0.02 0.00 0.110
H 1.97894 -1.13653 -5.56751 0.00 0.00 0.00 0.115
H 2.73407 1.10097 -6.05593 0.00 0.01 -0.01 0.116

62
Properties=species:S:1:pos:R:3:forces:R:3:lowdin_charge:R:1 method="wB97M-V/def2-TZVPD" total_charge=-1 e_homo_ev=-4.28 e_lumo_ev=1.663
C -1.67969 -1.80811 4.29941 0.13 -0.03 -0.05 -0.076
C -1.85418 -1.91290 2.77246 0.17 -0.08 0.21 -0.253
N -2.46013 -3.15734 2.29153 -0.11 0.52 0.12 -0.054
N -3.70433 -3.43433 2.94054 0.19 -0.86 -0.47 -0.212
C -3.78765 -4.79012 3.49552 0.01 0.03 0.15 -0.115
C -4.46009 -4.85100 4.90773 -0.01 0.08 -0.03 -0.735
O -5.11567 -5.89211 5.10640 0.01 0.00 0.07 -0.078
O -4.22806 -3.88365 5.66186 -0.04 -0.06 -0.05 -0.070
C -4.84032 -3.11414 2.18122 -0.14 0.51 0.71 -0.697
I -4.68737 -3.66151 0.03154 -0.06 -0.19 -0.32 0.600
C -5.24362 -1.64525 2.24802 -0.07 -0.04 -0.11 -0.318
C -5.53243 -1.23499 3.69444 0.11 0.18 -0.06 -0.094
H -2.23157 -0.96736 4.72063 -0.06 -0.04 0.01 0.061
H -2.04148 -2.70998 4.79677 -0.12 0.08 0.02 0.057
H -0.62686 -1.66596 4.55663 -0.01 0.00 0.01 0.056
H -2.43912 -1.07509 2.39418 0.00 -0.03 -0.02 0.082
H -0.88737 -1.84659 2.27316 -0.05 0.03 -0.04 0.085
H -1.84381 -3.92059 2.53589 0.00 -0.05 -0.04 0.097
H -2.77718 -5.18684 3.62587 -0.01 0.02 0.02 0.112
H -4.32236 -5.46400 2.81692 0.07 0.02 -0.03 0.098
H -5.65833 -3.73922 2.53603 -0.05 0.04 -0.05 0.092
H -6.13346 -1.50759 1.62991 0.05 0.03 -0.05 0.078
H -4.45712 -1.02803 1.81143 0.02 -0.03 0.00 0.074
H -5.50771 -0.14581 3.78817 -0.07 0.00 -0.01 0.063
H -4.79189 -1.65794 4.37506 -0.07 -0.07 0.01 0.055
H -6.52062 -1.57509 4.00863 0.05 -0.08 0.04 0.073
C -0.62061 0.52880 -0.03851 -0.01 -0.07 -0.04 -0.338
O -0.06535 0.06604 0.94150 0.06 0.09 -0.04 -0.006
N -0.91513 1.83206 -0.19478 -0.08 -0.01 0.02 -0.188
C -1.55491 2.33679 -1.38765 0.07 0.03 0.01 -0.062
C -0.54773 2.75273 0.86432 0.03 -0.03 -0.01 -0.037
H -0.92187 -0.09444 -0.89584 -0.05 0.00 0.02 0.142
H -0.91009 3.05861 -1.89361 0.01 -0.02 -0.01 0.086
H -2.50674 2.81616 -1.14739 -0.01 -0.01 -0.01 0.087
H -1.74763 1.50920 -2.06795 -0.01 0.00 0.00 0.083
H 0.53021 2.73410 1.02837 0.01 0.02 -0.02 0.083
H -1.03882 2.47996 1.79905 0.00 0.00 0.00 0.093
H -0.84826 3.75743 0.57509 0.00 0.00 0.00 0.085
C 3.11629 1.47914 -2.02714 -0.05 0.00 -0.05 -0.349
O 2.23848 2.31130 -1.84984 0.01 0.00 0.01 -0.010
N 3.61913 0.67676 -1.07660 0.03 0.02 0.02 -0.184
C 4.66497 -0.28007 -1.37070 -0.03 0.02 0.01 -0.052
C 3.08425 0.77834 0.27362 -0.01 0.11 -0.14 -0.026
H 3.58115 1.31367 -3.01010 0.03 -0.07 0.01 0.100
H 4.32808 -1.29734 -1.16103 0.00 -0.01 -0.01 0.090
H 5.55335 -0.07872 -0.76775 0.01 0.00 0.00 0.088
H 4.93593 -0.20501 -2.42312 0.01 0.00 0.00 0.076
H 2.01492 0.58193 0.26766 0.04 -0.05 0.15 0.059
H 3.24465 1.78516 0.66344 0.02 -0.01 0.04 0.092
H 3.58364 0.05660 0.91501 0.00 -0.02 -0.02 0.091
C 4.86324 2.33344 -5.08762 -0.06 0.00 0.03 -0.351
O 5.48055 1.33154 -4.77638 0.00 0.02 0.01 0.008
N 5.34939 3.31401 -5.87277 0.03 0.00 -0.03 -0.197
C 4.57090 4.48799 -6.20236 0.03 -0.02 0.00 -0.058
C 6.69753 3.17614 -6.39390 -0.02 -0.01 0.02 -0.044
H 3.83360 2.52748 -4.74408 0.00 0.03 -0.01 0.127
H 4.42369 4.56910 -7.28147 -0.01 0.00 0.00 0.088
H 5.06518 5.39558 -5.84970 -0.01 0.01 0.01 0.089
H 3.59606 4.41854 -5.72328 0.00 0.01 0.00 0.086
H 6.78482 2.27611 -7.00308 0.00 0.00 -0.01 0.092
H 7.41885 3.09870 -5.57994 0.00 0.00 0.00 0.092
H 6.93068 4.04773 -7.00140 0.00 0.00 0.00 0.084

52
Properties=species:S:1:pos:R:3:forces:R:3:lowdin_charge:R:1 method="wB97M-V/def2-TZVPD" total_charge=+2 e_homo_ev="-14.57 / -14.56" multiplicity=5 e_lumo_ev="-7.371 / -7.289" de_lowest_kcal_mol=43.6
Ho -2.39479 -0.96422 -2.14045 0.48 -0.20 0.11 1.417
N 0.19388 2.70105 -3.21626 0.18 0.30 -0.10 0.119
C -0.39647 1.54027 -2.95238 -0.66 -0.53 0.20 -0.840
S -2.16036 1.57932 -2.99528 0.05 -0.92 -0.20 0.527
N 0.38595 0.52553 -2.63046 1.10 0.29 -0.13 -0.012
N -0.15057 -0.70373 -2.55257 -0.25 -0.31 0.31 -0.187
C 0.60910 -1.72177 -2.26510 -0.31 0.86 -0.45 -0.063
C 0.03767 -3.06070 -2.30753 -0.33 -0.72 0.02 -0.264
C 0.83280 -4.19773 -2.14715 -0.30 0.50 -0.03 0.028
C 0.26271 -5.45525 -2.28520 -0.43 0.08 -0.07 0.007
C -1.08759 -5.54834 -2.60030 0.16 0.13 0.12 -0.003
C -1.82814 -4.37935 -2.71471 -0.08 0.00 -0.09 -0.095
N -1.30093 -3.15926 -2.56205 0.28 0.40 0.11 -0.046
H -0.35385 3.49251 -3.52325 0.07 -0.16 0.08 0.110
H 1.19255 2.72870 -3.35924 0.01 -0.04 0.06 0.128
H 1.67548 -1.59608 -2.09010 -0.07 0.10 -0.09 0.142
H 1.88369 -4.09873 -1.92334 0.10 0.09 -0.01 0.130
H 0.85816 -6.34693 -2.15345 0.05 -0.02 -0.03 0.133
H -1.56657 -6.50601 -2.73897 -0.03 0.00 -0.02 0.128
H -2.88669 -4.42206 -2.96312 0.13 -0.05 0.10 0.125
C 2.80702 -1.56711 1.25473 0.28 0.19 0.10 -0.097
C 3.38336 -0.16651 1.42875 -0.21 0.05 0.10 -0.238
C 2.34115 0.92620 1.67108 0.16 0.05 -0.18 -0.179
C 1.40601 1.17202 0.47853 0.43 0.41 0.13 -0.157
N 0.29032 0.23301 0.52075 -0.04 -0.37 0.16 0.045
C -1.01420 0.31182 0.38160 -0.47 0.02 0.28 -0.782
S -1.86908 -1.23309 0.44908 -0.36 0.03 -0.55 0.597
N -1.77941 1.39522 0.19868 -0.05 -0.28 0.55 -0.018
C -1.42318 2.78966 0.48204 0.49 0.28 0.16 -0.166
C -1.06094 3.00509 1.95384 -0.44 -0.08 -0.02 -0.187
C -2.19901 2.66850 2.92008 0.30 0.08 0.05 -0.256
C -1.77589 2.91653 4.36452 -0.20 -0.10 -0.18 -0.093
H 3.61916 -2.28821 1.22877 -0.03 -0.18 -0.08 0.086
H 2.25082 -1.66469 0.32168 -0.06 -0.12 -0.18 0.040
H 2.16252 -1.83057 2.08972 -0.16 -0.10 0.12 0.087
H 3.97361 0.09500 0.55009 0.12 0.04 -0.01 0.115
H 4.06006 -0.17495 2.28285 0.07 0.01 -0.03 0.119
H 2.87031 1.85586 1.88067 -0.05 0.06 0.01 0.124
H 1.75232 0.68685 2.55844 -0.07 0.07 0.07 0.121
H 1.94869 0.98829 -0.45395 -0.11 0.09 -0.03 0.120
H 1.05719 2.19961 0.46472 -0.08 -0.11 -0.02 0.100
H 0.62400 -0.70725 0.73030 -0.37 0.20 -0.17 0.090
H -2.77784 1.21750 0.32286 0.61 -0.14 -0.10 0.119
H -2.29306 3.39223 0.22334 0.00 -0.07 -0.09 0.135
H -0.60992 3.08750 -0.18114 -0.10 0.04 -0.04 0.105
H -0.78699 4.05186 2.08382 0.10 0.07 -0.05 0.133
H -0.19386 2.40378 2.22605 0.16 0.01 -0.01 0.095
H -2.48073 1.61627 2.81393 -0.10 0.00 -0.05 0.102
H -3.07088 3.28315 2.68837 -0.09 -0.05 -0.07 0.117
H -0.91863 2.30257 4.62791 0.14 -0.06 0.06 0.076
H -2.58570 2.66749 5.04264 -0.06 0.01 0.13 0.080
H -1.51329 3.95915 4.51614 0.05 0.13 0.06 0.082